# 1
The following is a quantum chemistry calculation of one molecule with the formula C4H9NO, from the OMol25 dataset.

```
15
Properties=species:S:1:pos:R:3:mulliken_charge:R:1
C -1.6610 -0.7214 -0.2555 -1.36
C -0.3089 1.3964 -0.0970 0.02
O -0.5361 1.7087 1.0630 -0.54
C -0.2852 -0.0960 -0.4606 0.17
C 1.9415 0.3674 0.0435 -0.91
N 0.7716 -0.5256 0.4785 -0.23
H -2.0512 -0.4599 0.7338 0.32
H -2.3491 -0.3073 -1.0019 0.38
H -1.6600 -1.8098 -0.3778 0.35
H -0.4001 2.1105 -0.9308 0.35
H 0.4615 -0.1741 1.3893 0.35
H 0.1134 -0.2592 -1.4655 0.34
H 2.5264 0.5801 0.9470 0.23
H 2.5433 -0.2677 -0.6218 0.24
H 0.8938 -1.5422 0.5558 0.30
```

* energy relative to the best compared isomer or geometry (same formula, charge and spin): 4.063 eV
* 2S+1: 1
* gap between HOMO and LUMO: 7.89 eV

=====

# 2
The following is a quantum chemistry calculation of a 3-piece molecular cluster, C17H26F9N4O4S overall, from the OMol25 dataset.

```
61
Properties=species:S:1:pos:R:3:mulliken_charge:R:1
C 0.5414 -0.1571 0.8800 -1.44
C 2.0197 0.2106 0.9925 0.74
C 2.6835 0.3585 -0.3816 -1.47
C 2.2242 1.4073 1.9340 -1.07
C 2.0467 2.8010 1.3680 -1.04
N 0.7449 3.0361 0.7065 0.14
C 0.4874 3.1493 -0.5999 0.46
N 1.4239 3.1062 -1.5716 -0.29
N -0.8342 3.3423 -0.8172 -0.58
C -1.3805 3.3794 0.3655 -0.34
N -0.4575 3.2264 1.3465 0.07
S -0.7920 3.3290 3.0369 1.17
O -1.4562 4.5660 3.2213 -0.58
O 0.3882 3.0264 3.7592 -0.60
C -1.9737 1.9157 3.4183 0.45
F -2.0932 2.0677 4.7291 -0.27
F -1.3558 0.7725 3.1659 -0.13
C -3.3891 1.9692 2.7447 0.55
F -3.6473 3.2127 2.3211 -0.26
F -4.2921 1.6514 3.6838 -0.30
C -3.5692 0.9701 1.5554 0.73
F -4.4886 1.5145 0.7379 -0.32
F -2.4249 0.8562 0.8586 -0.11
C -4.1065 -0.4366 1.9573 0.43
F -3.8663 -1.2548 0.9458 -0.18
F -5.4002 -0.3875 2.1624 -0.24
F -3.4898 -0.8962 3.0331 -0.24
H 0.3916 -1.0087 0.2278 0.54
H 0.1787 -0.4535 1.8652 0.31
H -0.0877 0.6692 0.5471 0.12
H 2.5069 -0.6231 1.4933 0.72
H 1.9393 0.4560 -1.1683 0.11
H 3.2863 -0.5025 -0.6378 0.33
H 3.3306 1.2330 -0.4390 0.39
H 3.2559 1.3763 2.2833 0.44
H 1.6031 1.2667 2.8097 0.54
H 2.8066 3.0408 0.6353 0.62
H 2.1394 3.5343 2.1611 0.42
H 1.4071 2.3778 -2.2615 0.24
H 2.0991 3.8393 -1.6820 0.23
H -2.4309 3.5658 0.5062 0.75
C 3.1653 -4.7230 -1.3024 -1.21
C 3.0730 -3.5501 -2.2456 0.86
O 2.6740 -2.4687 -1.8750 -0.45
C 3.4984 -3.7900 -3.6728 -1.23
H 2.8305 -4.4230 -0.3127 0.29
H 2.5394 -5.5417 -1.6608 0.34
H 4.1958 -5.0758 -1.2430 0.37
H 2.8856 -4.5744 -4.1200 0.35
H 4.5416 -4.1068 -3.7039 0.42
H 3.3848 -2.8743 -4.2477 0.27
C -0.9245 -3.0093 -3.4036 -0.95
C -1.5251 -2.2232 -2.2658 0.77
O -0.8356 -1.7849 -1.3727 -0.45
C -3.0167 -2.0115 -2.2958 -0.87
H 0.1505 -3.0840 -3.2610 -0.01
H -1.3583 -4.0100 -3.4374 0.37
H -1.1288 -2.5112 -4.3526 0.36
H -3.5313 -2.9731 -2.2872 0.37
H -3.3003 -1.4754 -3.2028 0.36
H -3.3216 -1.4345 -1.4262 -0.02
```

* charge: +1
* 2S+1: 1
* gap between HOMO and LUMO: 8.01 eV

=====

# 3
The following is a quantum chemistry calculation of C41H70N4O21Y as an isolated structure, from the OMol25 dataset.

```
137
Properties=species:S:1:pos:R:3:mulliken_charge:R:1
C -0.9064 7.2797 -0.7584 -1.39
C -1.7516 6.7251 0.4095 0.09
C -1.8480 5.2237 0.5219 -0.03
O -2.6130 5.0043 1.7110 -0.46
C -3.0110 3.6678 1.9580 -0.47
N -1.0705 7.3175 1.7145 -0.24
H -0.0939 7.1412 1.9023 0.28
H -1.2225 8.3118 1.8060 0.37
H -1.6277 6.7995 2.3789 0.38
H -1.2301 6.9414 -1.7427 0.40
H 0.0935 6.8746 -0.6027 0.33
H -0.7918 8.3634 -0.7825 0.41
H -2.7459 7.1602 0.3084 0.32
H -0.8418 4.8086 0.4634 0.07
H -2.4447 4.8809 -0.3234 0.25
H -2.1753 3.0336 2.2538 0.13
H -3.5144 3.1708 1.1287 0.19
H -3.7085 3.8038 2.7844 0.36
Y 2.8539 3.4448 1.3157 1.80
C 0.2153 -0.4403 0.2523 0.12
C 0.5426 0.7359 1.1898 0.18
O 1.5227 1.5928 0.6533 0.14
H 0.1272 -0.0775 -0.7718 0.02
H -0.6918 -0.9983 0.4843 0.32
H 0.9607 -1.2339 0.3030 -0.44
H 0.7291 0.5057 2.2388 0.26
H -0.3910 1.2873 1.3011 -0.31
C -5.4883 0.2008 -0.1861 -0.83
O -4.3409 0.9220 0.1967 -0.23
C -3.2555 0.9586 -0.7947 0.01
C -3.5345 1.9953 -1.8913 -0.61
O -4.6333 1.5064 -2.6697 -0.38
C -5.0357 2.5826 -3.5058 -0.88
H -6.1898 0.2444 0.6470 0.25
H -5.2367 -0.8250 -0.4553 0.36
H -6.0668 0.6576 -0.9891 0.23
H -3.0474 -0.0344 -1.1932 0.68
H -2.3435 1.4007 -0.3936 -0.42
H -2.6202 2.1026 -2.4748 0.45
H -3.8584 2.9055 -1.3866 0.34
H -5.9675 2.9647 -3.0888 0.32
H -5.3146 2.1924 -4.4846 0.31
H -4.3784 3.4235 -3.7269 0.32
C 1.6812 -1.0390 -8.7466 -0.77
O 1.8082 -1.3855 -7.3185 -0.28
C 1.2465 -2.6622 -6.8697 -0.58
C -0.1033 -2.4473 -6.0901 -0.57
O -0.1430 -2.6297 -4.6577 -0.33
C 0.7059 -1.7532 -4.0182 -0.28
H 1.9906 -1.8108 -9.4514 0.36
H 2.3797 -0.2049 -8.8119 0.20
H 0.7544 -0.4886 -8.9086 0.32
H 1.8697 -3.2674 -6.2114 0.36
H 1.0731 -3.2715 -7.7567 0.41
H -0.6922 -3.2802 -6.4742 0.37
H -0.6855 -1.5887 -6.4246 0.33
H 1.7630 -2.0114 -3.9535 0.33
H 0.3038 -1.8504 -3.0097 -0.16
H 0.6270 -0.6884 -4.2371 0.25
C 2.9464 1.6382 4.3799 -0.07
O 2.8616 2.0621 3.2484 -0.50
N 2.8360 2.3981 5.5410 0.15
C 2.9736 1.6690 6.8097 -1.09
C 2.6642 3.8749 5.6485 -0.75
H 3.0709 0.5680 4.6061 0.54
H 2.9667 2.3603 7.6525 0.36
H 3.7772 0.9813 7.0733 0.43
H 2.1934 0.9506 7.0611 0.39
H 1.7030 4.1063 6.1074 0.41
H 3.3682 4.4059 6.2893 0.38
H 2.6782 4.3979 4.6922 0.05
C 2.1342 -3.4818 3.6504 0.45
O 3.3143 -3.1075 3.9552 -0.67
N 0.9984 -2.9205 4.1884 0.24
C -0.2365 -3.3410 3.6551 -0.92
C 1.0155 -1.9926 5.2549 -1.10
H 1.8169 -4.0885 2.7881 0.05
H -0.5776 -2.6889 2.8510 0.04
H -0.9625 -3.2775 4.4656 0.49
H -0.1402 -4.3557 3.2690 0.36
H 0.5298 -2.4111 6.1364 0.39
H 2.0493 -1.8168 5.5525 0.36
H 0.3610 -1.1467 5.0447 0.32
C -3.4340 -1.7742 3.0184 0.43
O -3.4582 -2.9665 3.1083 -0.63
N -4.1115 -0.9448 3.8486 0.18
C -4.0281 0.4375 3.5695 -0.76
C -4.8373 -1.2636 5.0803 -1.04
H -3.0598 -1.2065 2.1525 0.19
H -3.5085 0.9363 4.3876 0.39
H -5.0360 0.8413 3.4745 0.39
H -3.5464 0.7622 2.6473 -0.20
H -4.8001 -2.3139 5.3694 0.35
H -4.3623 -0.7939 5.9416 0.37
H -5.8906 -0.9842 5.1055 0.33
C 0.0649 -4.5143 -0.0239 0.14
C 0.5944 -5.7388 0.2628 0.12
C 0.0968 -7.0154 -0.4269 0.52
O 0.4513 -8.1609 -0.2049 -0.57
C -0.9295 -6.8239 -1.4183 -0.96
C -1.4665 -5.5904 -1.6513 0.27
C -1.0539 -4.2994 -1.0120 0.56
O -1.5124 -3.1656 -1.3202 -0.53
O -2.3901 -5.3786 -2.5965 -0.58
O 1.5684 -5.9876 1.2469 -0.47
H 0.4126 -3.6236 0.4782 0.42
H -1.1687 -7.7301 -1.9548 0.47
H -2.7430 -4.4880 -2.5336 0.30
H 1.9377 -6.8718 1.3058 0.32
C 0.6533 2.8637 -4.4629 -0.64
C 1.0799 2.1721 -3.3805 0.36
C 2.3067 1.3714 -3.3345 0.70
O 2.8997 0.9190 -2.3994 -0.61
C 2.9806 1.3802 -4.6587 -0.69
C 2.5317 1.9958 -5.8248 0.24
C 1.3801 2.9858 -5.7308 0.37
O 1.0293 3.8235 -6.6174 -0.57
O 3.1391 1.8951 -7.0003 -0.50
O 0.4364 2.2435 -2.1299 -0.17
H -0.2636 3.4216 -4.3420 0.54
H 3.8490 0.7609 -4.8287 0.43
H 2.9966 2.6477 -7.5790 0.36
H 0.8916 1.7831 -1.4211 -0.06
C 4.2531 -4.0689 0.3393 -0.89
C 5.3879 -4.1719 1.1834 0.30
C 6.0823 -3.0474 1.8560 0.56
O 7.0159 -3.1532 2.6134 -0.56
C 5.5149 -1.7291 1.5321 -0.62
C 4.4351 -1.6006 0.6813 0.55
C 3.6441 -2.7622 0.0576 0.63
O 2.6875 -2.7235 -0.6927 -0.41
O 3.8588 -0.3004 0.5028 -0.40
O 5.8645 -5.4434 1.4801 -0.51
H 3.7852 -4.9478 -0.0792 0.53
H 5.9695 -0.8417 1.9470 0.43
H 3.0504 -0.4270 0.0008 -0.02
H 6.7762 -5.3146 1.7518 0.33
```

* charge: +3
* energy relative to the best compared isomer or geometry (same formula, charge and spin): 1.104 eV
* 2S+1: 1
* gap between HOMO and LUMO: 1.35 eV

=====

# 4
The following is a quantum chemistry calculation of a 2-piece molecular cluster, C11H15NS overall, from the OMol25 dataset.

```
28
Properties=species:S:1:pos:R:3:mulliken_charge:R:1
C 3.9164 1.9499 0.0693 -0.22
C -1.5277 0.7677 0.0925 -1.59
C 0.0476 0.0083 1.8858 -1.35
C -1.0592 -1.6336 0.2326 -1.28
C 0.9189 1.1654 -0.1627 -1.71
C -0.2452 -0.3336 -1.7801 -1.33
C -1.1822 -0.3125 1.0484 0.48
C -0.4003 0.9413 -0.9770 0.29
C 1.2155 0.0979 0.8541 0.67
C 0.0876 -1.4761 -0.7545 0.26
C 1.3095 -1.1243 -0.0265 -0.17
N 4.4279 0.9254 0.2673 -0.07
S 2.7910 -1.8184 -0.2085 -0.34
H -2.4150 0.4250 -0.2894 0.58
H -1.4763 1.7330 0.5184 0.52
H 0.1138 0.9104 2.4827 0.47
H 0.3611 -0.6946 2.7623 0.36
H -0.9392 -2.5301 0.9722 0.34
H -2.0877 -1.7170 -0.0694 0.52
H 1.6897 1.1874 -0.8073 0.67
H 0.7982 2.0671 0.3996 0.41
H -1.0321 -0.6521 -2.4616 0.41
H 0.6203 -0.2511 -2.4235 0.46
H -1.9995 -0.4566 1.7963 0.26
H -0.5632 1.7910 -1.6462 0.36
H 2.2742 0.3324 1.2618 0.28
H 0.2271 -2.4209 -1.2877 0.47
H 4.4808 -0.0295 0.4452 0.27
```

* energy relative to the best compared isomer or geometry (same formula, charge and spin): 2.612 eV
* 2S+1: 1
* gap between HOMO and LUMO (alpha / beta): 8.64 / 8.64 eV

=====

# 5
The following is a quantum chemistry calculation of C28H43F2O9S4 as an isolated structure, from the OMol25 dataset.

```
86
Properties=species:S:1:pos:R:3:mulliken_charge:R:1
O 0.0188 0.4092 0.0959 -0.38
H 0.7568 0.7742 -0.0431 -0.44
F 3.0948 -3.5338 2.6369 -0.27
C 2.3458 -2.5698 3.2539 0.42
C 1.4068 -1.8498 2.5569 -1.10
C 0.7128 -0.7748 3.0579 0.60
C 0.8438 -0.3838 4.4329 -0.80
C 1.7218 -1.1488 5.2039 -0.47
C 2.4498 -2.1968 4.6369 -0.76
H 1.2058 -1.9208 1.6179 1.23
H 0.0798 -0.1328 2.3629 -0.07
H 0.3298 0.5172 4.7709 0.48
H 1.8448 -0.9168 6.2339 0.43
H 2.7998 -2.9238 5.3009 0.32
F -5.7562 -2.8088 1.3409 -0.29
C -4.4622 -3.1238 1.2859 -0.03
C -3.8922 -4.4878 1.2709 -0.49
C -2.5562 -4.7368 1.1169 -0.82
C -1.6642 -3.6468 0.9739 -0.30
C -2.0032 -2.3188 1.1149 -0.13
C -3.5102 -2.0168 1.2789 -0.46
H -4.6232 -5.1878 1.3339 0.49
H -2.1672 -5.7738 1.1149 0.36
H -0.6372 -3.8368 0.8889 0.56
H -1.4142 -1.4968 1.0219 0.77
H -3.8682 -0.9428 1.4959 0.35
C 3.6328 0.9412 -1.3931 -0.61
C 2.7138 2.0442 -1.6171 -0.28
C 2.1658 2.0202 -2.8221 -0.61
S 3.4448 1.6602 -3.9141 1.24
O 4.1938 2.9042 -4.1341 -0.74
O 3.1738 0.8822 -5.0491 -0.72
C 4.4698 0.8162 -2.8541 -0.89
H 3.1238 0.0212 -1.5521 0.19
H 4.2948 1.3472 -0.6951 0.53
H 3.1118 3.0252 -1.4721 0.36
H 2.0318 2.0362 -0.9261 0.00
H 1.6598 2.8892 -3.1301 0.58
H 1.4278 1.2762 -2.9441 0.01
H 5.4928 1.2422 -2.9001 0.35
H 4.7168 -0.1208 -3.0201 0.59
C -2.6302 1.6732 -1.2261 0.05
C -3.3402 0.3892 -1.6291 0.46
C -4.7522 0.6132 -1.5211 -0.81
S -4.9812 2.2232 -2.1891 1.19
O -5.8952 3.1082 -1.5561 -0.73
O -5.1172 2.1342 -3.5671 -0.67
C -3.3822 2.8322 -1.8701 -0.97
H -1.7562 1.6822 -1.7651 -0.05
H -2.3702 1.9082 -0.1691 0.07
H -3.0822 -0.5058 -1.0681 -0.27
H -2.9732 0.0802 -2.8321 0.01
H -5.2232 0.8512 -0.5871 0.36
H -5.3102 -0.2238 -2.0431 0.43
H -3.3572 3.5482 -1.2071 0.56
H -2.8542 3.2892 -2.7661 0.29
C 0.9528 2.6362 2.6969 0.47
C 2.0898 2.9442 3.5629 -1.05
C 1.9828 4.1672 4.3889 -1.16
S 1.3288 5.2662 3.1489 1.12
O 2.4678 5.7572 2.3039 -0.67
O 0.4848 6.2622 3.7409 -0.68
C 0.4708 4.0062 2.0949 -0.54
H 0.0778 2.1192 3.1189 0.22
H 1.2858 1.9882 1.8199 -0.45
H 2.7758 2.9452 2.6869 0.45
H 2.3128 2.0402 4.0179 0.67
H 2.8558 4.4772 4.7289 0.56
H 1.2388 3.8312 5.0319 0.44
H 0.7348 4.0522 0.9289 0.16
H -0.5502 4.2472 2.1849 0.44
C -0.9762 -2.6058 -3.1571 -0.87
C -0.2212 -3.7238 -3.7921 -1.11
C 0.8008 -4.2758 -3.1301 -0.59
S 1.4848 -2.9188 -2.1121 1.10
O 2.5548 -2.4138 -2.8661 -0.69
O 1.7698 -3.3118 -0.7671 -0.64
C 0.0298 -1.8918 -2.1671 0.84
H -1.7582 -2.7688 -2.4101 0.36
H -1.2602 -1.9228 -3.7821 0.59
H 0.0468 -3.4708 -4.6791 0.50
H -0.9452 -4.4748 -3.7791 0.34
H 1.7618 -4.6388 -3.6261 0.36
H 0.5238 -5.1498 -2.5231 0.30
H 0.3548 -0.9638 -2.4481 -0.26
H -0.3582 -1.7708 -1.1521 -0.34
```

* charge: -1
* energy relative to the best compared isomer or geometry (same formula, charge and spin): 0.872 eV
* 2S+1: 1
* gap between HOMO and LUMO: 7.20 eV

=====

These records have F_max values of 0.6; 1.4; 7.6; 3.8; 10.5 eV/A, in the order they appear.
These records have DFT total energy values of -7828.257; -67485.414; -93615.166; -23973.344; -96924.976 eV, in the order they appear.